47
Properties=species:S:1:pos:R:3:forces:R:3:mulliken_charge:R:1 method="wB97M-V/def2-TZVPD" energy_ha=-1150.7878 largest_force_ev_per_a=19.19 relative_energy_ev=20.044 orbital_gap_ev=7.93 lumo_energy_ev=0.15 homo_energy_ev=-7.776
O 3.224264 0.215749 1.413936 0.1127 -4.0313 1.5311 -0.435
O 2.209592 1.542115 -1.146191 -6.1140 -0.3920 0.7593 -0.278
O -4.020439 2.350900 0.193970 -10.7604 -7.7815 -3.5649 -0.294
O 0.179129 0.130868 -2.004265 -2.2807 0.5213 -0.4269 -0.290
O 2.741325 -1.626212 -0.249378 5.7506 -5.3309 -7.0221 -0.422
C 0.924857 0.215011 2.069547 1.3357 1.7117 2.4419 -1.076
C 2.466506 -2.733153 -1.324798 10.4194 -5.7434 7.1921 -1.066
C 0.400656 -1.833333 0.282548 5.4683 -2.0146 -2.5902 -0.716
C 3.254474 1.872161 -0.417831 6.1315 1.3107 -1.0670 -0.550
C -1.547432 1.555150 -0.619111 5.1622 -1.5036 -6.2378 -0.230
C 3.474546 1.455447 1.058222 -3.9783 5.7325 -0.5544 -0.469
C 0.864776 1.950515 -0.588509 2.2993 -6.6381 -8.7888 0.516
C -0.737315 3.480208 0.597528 5.8724 -14.2490 -11.4411 -1.879
C -0.958395 -0.835471 -2.521205 -5.1459 8.8709 7.8100 -1.009
C -1.808253 -1.654804 0.983131 -10.6747 -5.8969 -1.0529 -0.732
C 1.913602 -0.366700 1.425362 3.4978 1.0569 -3.9479 0.023
C -0.213573 1.320031 -1.422122 -1.4500 -2.2596 6.5230 -0.262
C -3.800617 -3.217857 0.394004 0.4452 0.7303 -1.8359 -1.254
C -2.260827 -2.839668 0.376862 -3.1002 3.2562 2.2075 -0.395
C -0.277338 -0.382223 1.785591 -0.7964 13.7321 12.9058 0.306
C 0.618997 3.025690 -0.018290 -0.6561 11.0989 8.8425 0.494
C -3.089843 2.910851 0.333214 8.1671 8.4116 5.9337 -0.634
C 1.718323 -1.328396 0.311424 -7.5210 2.8846 7.3995 0.694
C -1.706028 2.728219 0.091555 -0.9088 -2.8276 -1.5619 0.470
C -0.534373 -1.316928 1.081894 -0.5819 -5.1480 -4.9132 1.936
H 1.261437 1.061130 2.832543 -1.5108 -1.8616 -1.7325 0.216
H -1.229961 0.320656 2.759680 2.1575 -2.4391 -3.2838 -0.022
H 4.340276 2.008807 1.404072 1.0753 -1.2030 0.0666 0.443
H -4.584890 -2.422004 0.734205 1.7295 -1.6674 0.0106 0.313
H -3.847640 -4.253559 0.768616 -0.5448 0.6447 0.6915 0.337
H 2.212093 -3.775117 -0.887021 -0.4033 2.1989 0.0323 0.335
H -1.782217 -3.648433 -0.090992 1.5176 -0.4951 -0.5534 0.446
H -1.607358 -0.070237 -3.049533 0.2875 -1.0738 0.3530 0.450
H 4.106642 1.407122 -1.215742 -1.3565 1.3521 2.5975 0.227
H 3.556251 -3.190211 -1.811524 -2.8884 2.4610 1.1990 0.257
H -3.144974 3.709874 1.080607 -0.1954 1.7527 0.4776 0.246
H -4.085993 -3.416336 -0.687520 0.2666 0.4337 0.8851 0.300
H 3.398914 3.027000 -0.393055 0.1366 -1.4880 -0.0752 0.354
H -0.470141 -1.239795 -3.190686 4.3854 -5.5251 -5.9751 0.558
H -1.618595 -1.179949 -1.614517 1.8895 -0.2867 -1.8937 0.182
H 0.279625 -2.739671 -0.277731 -0.6495 -0.0093 -0.4372 0.347
H -0.811482 4.191863 1.060893 -1.3370 13.6560 8.8544 1.313
H 2.711761 2.259075 1.606143 1.0278 -1.8777 -0.8528 0.119
H 1.869635 -2.413418 -1.939916 -6.2565 3.5080 -6.5999 0.455
H -2.785457 -1.150926 1.539274 3.2725 -0.6770 -1.4041 0.038
H -2.339228 1.050118 -1.146630 -0.7953 0.0268 0.7042 0.519
H 1.534699 3.845830 0.431748 -2.5022 -2.9313 -1.6057 0.118


48
Properties=species:S:1:pos:R:3:forces:R:3:mulliken_charge:R:1 method="wB97M-V/def2-TZVPD" energy_ha=-4548.8929 largest_force_ev_per_a=0.32 relative_energy_ev=2.498 orbital_gap_ev=8.00 lumo_energy_ev=-3.30 homo_energy_ev=-11.301 total_charge=+1
Sb 1.226111 -2.776130 1.594386 0.0312 -0.0571 -0.0108 0.837
Br -2.111231 -0.319864 0.551161 -0.0401 0.0341 -0.0745 -0.128
Ti 0.996759 -0.331844 0.157046 0.1056 -0.2226 -0.0107 -0.078
N -0.374538 0.036692 -1.514771 -0.1117 0.0686 0.0082 0.074
N 1.111048 0.597421 1.977407 0.1220 0.1816 -0.2100 0.011
C 4.646940 -0.066088 -2.076522 0.0125 0.1712 0.0619 -0.460
C 3.140316 -2.580349 2.517472 -0.0587 0.0034 -0.0239 -1.292
C 0.046738 -3.425588 3.256138 0.0442 0.0618 -0.0481 -1.308
C 4.330223 -1.410522 -2.365844 -0.0837 -0.1710 -0.0068 -0.529
C 0.032331 0.364541 -2.751650 0.0989 -0.0076 -0.0301 -0.320
C -1.659047 0.186801 -1.220768 0.0630 0.0234 0.3123 0.332
C 1.454895 -4.639947 0.599648 0.0037 0.0754 0.0154 -1.270
C -2.159882 1.039368 -3.356791 0.0716 -0.0334 0.0556 -0.283
C 2.415436 -1.249539 -0.974053 -0.0419 -0.0274 -0.0359 -0.073
C 2.749397 0.032021 -0.690822 -0.1958 0.0789 0.0714 1.229
C 3.861824 0.689686 -1.230068 0.1219 -0.1595 -0.0093 -0.677
C 1.445288 2.187959 3.667734 0.0033 -0.0218 -0.0156 -0.812
C 1.275342 3.199136 2.714383 0.0075 -0.0154 -0.0125 -0.009
C -0.824628 0.863923 -3.717479 -0.0488 0.0245 -0.0240 0.379
C 3.222873 -2.029287 -1.820623 0.0892 0.0957 -0.0265 -0.837
C 1.366421 0.878079 3.263196 -0.0442 -0.0212 0.0410 -0.139
C 0.978052 1.533580 1.035005 -0.0757 -0.0521 0.1024 0.444
C 1.046564 2.879624 1.390259 -0.0090 0.0626 0.0243 -1.065
C -2.597175 0.698699 -2.086417 -0.0620 -0.0516 -0.1450 -0.660
C -0.329977 1.195291 -5.095209 -0.0153 -0.0275 0.0181 -1.436
H -2.862138 1.445492 -4.074301 -0.0096 0.0001 0.0035 0.471
H 4.972585 -1.963454 -3.040898 0.0141 0.0216 -0.0009 0.420
H 3.661532 -3.535491 2.496813 -0.0105 -0.0093 -0.0061 0.448
H 1.491395 0.047901 3.947638 -0.0021 0.0023 -0.0005 0.343
H 1.087055 0.222722 -2.950893 -0.0031 -0.0038 0.0154 0.319
H -0.496848 -2.587886 3.688779 0.0035 -0.0046 0.0119 0.357
H -0.746991 2.140845 -5.439105 0.0114 0.0053 -0.0054 0.395
H -0.634330 0.421700 -5.801887 0.0039 0.0092 -0.0093 0.313
H 1.640093 2.424569 4.703710 -0.0038 0.0065 -0.0003 0.412
H 5.526921 0.372728 -2.531151 0.0008 -0.0159 -0.0066 0.414
H 3.720006 -1.835255 1.976107 0.0295 -0.0222 0.0056 0.310
H 1.769409 -5.391333 1.321811 -0.0038 -0.0010 0.0009 0.390
H 0.509903 -4.940280 0.151511 0.0017 -0.0008 -0.0058 0.408
H -0.666243 -4.174302 2.915468 -0.0168 0.0119 0.0003 0.402
H 2.208721 -4.544698 -0.178998 -0.0017 0.0065 0.0018 0.348
H 3.019435 -2.264631 3.552643 -0.0141 0.0138 -0.0061 0.391
H 1.335931 4.235187 3.022947 -0.0021 0.0011 -0.0034 0.437
H 2.995076 -3.058504 -2.074652 0.0087 -0.0056 -0.0067 0.383
H 0.755657 1.265545 -5.121092 0.0020 0.0020 0.0061 0.375
H 0.693233 -3.865726 4.013292 0.0027 -0.0199 -0.0128 0.401
H 4.113360 1.718265 -1.002264 0.0008 0.0066 -0.0023 0.472
H -3.625827 0.818474 -1.781323 0.0029 -0.0069 0.0018 0.420
H 0.930031 3.656833 0.647530 -0.0025 -0.0095 -0.0080 0.440


52
Properties=species:S:1:pos:R:3:forces:R:3:mulliken_charge:R:1 method="wB97M-V/def2-TZVPD" smiles="CC[C@H](c1nnc(SCC(=O)Nc2cccnc2Cl)n1-c1ccccc1)N(C)C" energy_ha=-2037.3243 largest_force_ev_per_a=18.77 relative_energy_ev=21.169 orbital_gap_ev=8.63 lumo_energy_ev=-0.01 homo_energy_ev=-8.646
Cl -4.051688 0.543015 1.586363 -0.2447 0.0167 -0.8562 -0.223
S 0.601859 3.555013 1.570444 1.6548 -1.2644 -0.2931 -0.130
O -0.934493 3.599357 -1.599052 -2.1776 -1.1811 7.2585 -0.766
N -2.278379 2.413644 0.075672 -1.1591 -3.4131 -5.7051 -0.064
N -4.038905 -0.616656 -0.755560 -6.3260 -9.7138 0.6756 -0.245
N 0.994193 0.690956 1.101377 -6.9242 1.9412 3.4087 0.570
N -0.997047 -0.080424 2.190901 4.7626 3.1549 -4.4638 -0.495
N 0.966745 -1.533677 -0.251114 6.5507 -2.8312 -11.7957 0.302
N -0.884590 1.400563 2.036011 -2.1418 -1.1095 2.7071 -0.645
C 2.148537 1.428816 -0.691271 6.5096 5.1238 -14.8448 0.670
C 3.401238 1.492823 -1.643632 -0.9358 -8.0882 16.9080 -1.573
C -0.932847 -2.980163 2.708339 -4.6117 1.3174 -4.3043 -1.321
C -3.709177 -0.933384 -1.911787 -1.7857 -4.6485 -5.2475 -0.220
C -2.483945 1.314252 -2.068402 -3.6562 -7.1756 2.1558 -0.432
C -3.071839 -0.011448 -2.581132 5.4390 4.9391 -7.5396 -0.526
C 2.110980 0.982782 0.412664 2.5852 -7.5076 9.3781 -1.002
C -1.467624 3.350225 -0.075613 4.6070 3.8565 -10.5684 0.630
C -0.929014 4.236089 0.989031 -2.2887 -7.0863 1.4856 -0.779
C -3.648405 0.316532 -0.211908 0.1248 5.1575 10.5387 0.573
C -2.808067 1.146372 -0.690138 7.4469 11.6088 -4.6791 -0.156
C 0.539882 -1.916199 0.843318 -1.1282 5.7238 11.5735 0.319
C 1.965745 -2.879370 -0.560849 -6.1454 1.2173 -6.9075 -1.058
C -0.544880 -2.681088 1.156874 -6.7836 -4.1516 0.3369 -0.782
C 0.115847 -0.433899 1.461045 -0.2128 1.0494 1.5199 -0.221
C 4.563679 0.978261 -0.973898 1.4031 -0.8544 -4.5989 -0.189
C 0.019612 -1.251247 -1.444582 8.8059 -8.7015 -2.2329 -0.435
C 3.198785 0.270915 0.811528 6.6177 -4.1398 1.8335 -0.044
C 4.509918 0.044509 0.090412 -5.0836 4.4312 1.9058 -1.048
C 0.188820 1.818378 1.505561 0.7314 -2.5540 0.6546 0.543
H 1.346707 -2.007187 1.547683 1.0161 -1.0297 0.5584 0.739
H 3.205424 -0.334572 1.776144 -0.5616 1.0211 -1.1080 0.381
H 0.803797 -1.148628 -2.224695 -1.1312 1.2271 0.1189 0.345
H -4.148915 -1.925042 -2.457877 1.2676 2.4338 1.5571 0.228
H -0.435866 -3.633498 0.598232 -0.4454 0.0584 0.3736 0.273
H 5.574867 1.036327 -1.625750 -2.1830 0.0582 1.7075 0.231
H -2.586727 2.304221 0.896304 -2.8320 -0.8404 8.5140 0.141
H 5.342028 -0.201335 0.719450 0.3537 -0.7512 -0.2655 0.380
H -1.192271 -2.013953 3.106156 0.3258 0.0531 0.6428 0.324
H -1.417442 -2.113205 0.686762 0.5207 -1.2040 0.5137 0.071
H -1.881222 2.089278 -2.513812 0.1084 0.2580 0.0320 0.625
H -1.601666 4.121978 1.812169 -0.6676 0.1601 0.7877 0.322
H 1.370736 1.780463 -1.154553 -4.6931 2.0925 -2.3858 1.022
H 1.251673 -3.862447 -0.846674 1.8581 2.4119 1.4279 0.272
H 3.417062 1.979181 -2.377312 0.0487 7.0957 -10.9335 0.830
H -0.732198 5.169677 0.897232 0.8990 6.1133 -1.8529 0.678
H -0.403896 -0.586525 -0.992350 -6.0682 8.1296 3.1699 -0.432
H 2.494562 -2.912216 0.287796 2.6664 -0.5409 2.3976 0.509
H -0.388354 -2.205297 -1.657091 -1.7211 -0.4840 -0.2918 0.436
H -2.803249 -0.196012 -3.732320 -0.8052 0.2239 2.5896 0.233
H 2.302412 -2.608430 -1.621931 0.8206 -0.4822 1.9807 0.344
H -0.098857 -3.409341 3.042893 2.8658 -2.0131 2.2988 0.501
H -1.963542 -3.588373 2.752917 2.7238 0.8915 -0.1360 0.292


52
Properties=species:S:1:pos:R:3:forces:R:3:mulliken_charge:R:1 method="wB97M-V/def2-TZVPD" energy_ha=-5892.2080 multiplicity=2 largest_force_ev_per_a=2.47 orbital_gap_ev="5.72 / 4.86" lumo_energy_ev="-5.07 / -5.58" homo_energy_ev="-10.791 / -10.437" total_charge=+1
I 2.896599 1.120413 0.639652 -0.5611 1.1055 -1.0318 0.235
I 0.386523 2.367939 -1.891657 1.1178 0.0418 1.0052 0.186
Pd 1.063068 -0.242051 -0.948091 0.4928 0.1668 0.3488 -0.110
Ge -1.467779 2.069579 2.398102 0.5424 0.4458 -0.1773 0.382
Ge -0.637669 0.586935 0.526654 -1.7278 -1.6522 0.6158 -0.160
O 2.770092 0.374989 -2.584257 0.0411 0.4997 -0.3301 -0.353
N 4.598585 0.190081 -3.882879 0.3606 0.2062 -0.2193 -0.388
N 1.573976 -2.257254 -1.589469 0.1321 -0.7330 -0.2567 -0.787
N 5.591953 -3.218374 -3.731194 0.3429 -0.1793 -0.2248 -0.438
C -2.286844 3.543094 1.346943 0.1638 -0.4453 0.4050 -1.064
C 0.114751 2.728370 3.406642 -0.5333 -0.2093 -0.2477 -1.137
C -4.190900 -0.748934 -2.391579 0.0195 0.0489 -0.0615 -0.536
C -2.870611 -0.912060 -2.780676 -0.0318 -0.0201 -0.1423 -0.960
C -4.480695 -0.181681 -1.163126 -0.1096 -0.1237 0.0141 -0.772
C -3.450070 0.199830 -0.322597 0.2868 0.1411 0.2544 0.142
C -2.117170 0.063101 -0.701138 0.2844 0.3437 0.0846 0.589
C 2.575848 -2.203938 -2.187434 -0.1221 0.0254 -0.0732 0.752
C 1.438980 -2.447912 2.679936 0.1803 0.3470 0.1017 -0.622
C -2.640205 0.891926 3.494680 0.3859 0.2944 -0.5262 -1.087
C 3.660383 -1.787962 -2.910587 -0.4071 0.9310 0.0599 -0.394
C 4.699713 -2.593536 -3.364352 0.2691 -0.3808 -0.0116 -0.112
C 3.638151 -0.340636 -3.118070 0.0935 -0.5289 0.1766 0.918
C 0.924205 -1.255147 2.214418 0.0056 -0.0870 0.2125 -0.550
C 0.273228 -3.618217 0.931821 0.0256 -0.0289 0.1105 -0.617
C 1.146061 -3.628665 2.010089 -0.1759 -0.0662 -0.3143 -0.568
C 0.059652 -1.226323 1.115038 -0.2846 0.8142 -0.3014 0.162
C -1.846720 -0.493907 -1.949882 0.5430 -0.0961 -0.1233 0.030
C 2.208838 2.756048 -0.690394 0.0653 -0.2591 -0.0106 -0.817
C -0.284071 -2.428276 0.488235 -0.4064 0.0605 0.3134 0.280
H 3.008385 2.931945 -1.401350 -0.0794 -0.2169 -0.0414 0.481
H -3.109365 3.188118 0.732796 -0.0659 -0.0631 -0.0376 0.368
H 2.096430 -2.440082 3.538462 0.0043 -0.1077 0.0400 0.437
H 2.033978 3.636161 -0.080377 -0.1544 -0.1388 0.0499 0.535
H 0.754859 1.920813 3.748274 0.0188 -0.1380 -0.0068 0.346
H -2.755835 1.340092 4.476464 0.0491 0.1193 0.1183 0.460
H -1.528691 3.977826 0.698230 0.0773 -0.0374 -0.0205 0.309
H -0.216743 3.281281 4.280737 -0.1071 0.0738 0.1077 0.434
H -3.674131 0.597494 0.657374 -0.1713 0.1325 0.0664 0.140
H -1.006966 -2.443754 -0.323006 0.2378 0.0445 0.0259 0.325
H 4.609888 1.184539 -4.035882 -0.0239 -0.1020 0.0215 0.228
H -0.806697 -0.634752 -2.301408 -0.5818 0.0245 0.0888 0.481
H 0.699073 3.402429 2.787937 0.0576 0.0586 -0.1310 0.331
H -2.642318 -1.358777 -3.736118 0.0421 -0.0445 -0.0934 0.467
H 1.607791 -4.554289 2.317338 -0.0145 -0.0997 0.0872 0.412
H 5.324319 -0.374212 -4.295097 -0.0683 -0.0163 0.0173 0.202
H -2.186396 -0.088848 3.607893 0.0801 -0.0641 0.0114 0.383
H -3.622765 0.772114 3.051908 -0.0960 0.0223 -0.1124 0.391
H -4.986945 -1.058648 -3.051185 -0.0781 -0.0291 -0.0375 0.392
H -2.650591 4.323754 2.006097 -0.0972 0.0951 0.1446 0.459
H 1.165897 -0.329424 2.727744 0.0853 -0.0390 0.0017 0.312
H 0.046925 -4.532068 0.406039 -0.0417 -0.1317 -0.0027 0.470
H -5.507973 -0.049146 -0.857702 -0.0659 -0.0041 0.0519 0.432